The following is a DFT calculation (the ωB97M-V functional and the def2-TZVPD basis) of C30H60Br6O12 as an isolated structure.

Computed properties:
largest force on an atom: 0.3842 hartree/bohr
LUMO level: 0.006 hartree
gap between HOMO and LUMO: 0.296 hartree
ΔE to the lowest compared entry with this formula, charge and spin: 721.1 kcal/mol
multiplicity: 1
E: -17524.82633 Eh

Structure (XYZ):
```
108
Properties=species:S:1:pos:R:3:forces:R:3:mulliken_charge:R:1
O -3.096915 2.944387 -1.860568 -0.6 -2.9 0.5 -0.624
C -3.632795 1.828857 -1.847108 0.0 2.1 1.0 1.008
O -3.437915 0.802957 -0.960458 1.3 1.6 -0.1 -0.458
C -2.205465 0.847097 -0.208168 0.5 -1.1 1.6 0.644
C -1.875965 -0.512463 0.399352 -0.6 6.4 -4.3 -1.981
C -4.680065 1.435877 -2.796138 -1.0 1.7 -0.5 -1.427
H -2.203585 1.518327 0.650642 -2.2 -1.5 -1.3 0.670
H -1.327325 1.194167 -0.752708 -0.7 0.2 -0.8 0.177
H -1.662285 -1.234343 -0.388888 0.3 2.0 -0.2 0.357
H -2.652435 -0.829333 1.095622 0.3 2.8 -1.2 1.875
H -0.977395 -0.473923 1.015152 -1.8 3.0 -3.4 -1.285
H -4.109555 0.895487 -3.551518 -0.9 2.2 0.3 0.257
H -5.159215 2.298887 -3.258448 0.2 0.2 0.2 0.438
H -5.452995 0.825847 -2.328678 0.3 -0.3 -0.2 0.349
O -1.804355 -1.227463 -4.731498 0.6 -0.2 0.1 -0.652
C -2.165685 -1.161253 -3.586438 -2.7 0.8 -0.7 0.658
O -1.439825 -1.122213 -2.502768 0.2 0.7 -0.3 -0.020
C -0.042125 -1.044883 -2.589588 -0.4 -7.2 1.3 0.181
C 0.399035 -2.192253 -1.657908 0.3 -1.7 -2.0 -0.355
C -3.626275 -0.970933 -3.165678 0.0 -2.1 -0.4 -0.872
H 0.202905 -0.075633 -2.155278 -7.4 -10.4 -2.8 -0.011
H 0.441785 -1.201073 -3.553708 -0.9 0.2 -0.1 0.344
H 1.482755 -2.294963 -1.713608 -1.9 -0.5 0.4 0.502
H 0.169385 -3.168413 -2.085078 -1.0 -0.2 -0.3 0.717
H 0.130245 -2.230103 -0.602258 -0.3 0.2 -3.2 -1.025
H -4.143055 -0.208803 -3.748928 0.7 -2.7 -0.5 0.350
H -3.735155 -0.706073 -2.113958 0.3 -0.3 -0.5 0.002
H -4.195085 -1.890763 -3.301618 0.2 -0.3 -0.2 0.416
O -0.193525 4.600607 -0.322368 0.1 0.2 5.4 -0.680
C -0.427095 4.123207 0.792912 -2.0 0.0 -3.7 0.302
O 0.252565 4.220187 1.878942 -1.0 1.5 2.1 -0.281
C 1.442945 4.937497 1.924912 1.8 0.7 0.5 0.356
C 1.846745 4.976927 3.407592 0.6 0.7 -0.8 -1.309
C -1.603515 3.218297 0.947522 -0.4 1.6 1.1 -0.372
H 1.473715 5.903457 1.420862 -0.9 0.3 0.3 0.483
H 2.134625 4.372467 1.300082 0.5 0.5 0.7 0.054
H 1.106355 5.523477 3.991712 -0.2 -0.5 0.1 0.333
H 2.750065 5.575347 3.525972 0.2 0.0 -0.2 0.441
H 2.100505 3.990767 3.796422 -0.5 0.0 0.0 0.231
H -2.294285 3.228667 0.104422 0.7 0.3 -0.1 0.377
H -2.191785 3.610987 1.776882 0.0 -0.3 0.5 0.585
H -1.319635 2.182357 1.132812 1.2 1.6 1.0 -0.530
O 2.658085 -0.946313 1.724492 3.4 -3.5 1.1 -0.157
C 3.158735 -1.786943 2.478092 -2.9 1.6 0.4 0.739
O 4.100275 -2.635683 2.194582 -1.6 -0.2 0.0 -0.386
C 4.567095 -2.564273 0.876112 4.2 0.0 -1.2 0.458
C 5.854555 -1.691383 1.030842 0.1 -0.2 -1.5 -1.138
C 2.592545 -1.907163 3.862622 1.1 0.6 0.2 -1.227
H 4.054085 -2.220383 -0.022028 -1.3 0.3 1.0 -0.406
H 4.828175 -3.590343 0.617022 0.2 0.0 0.2 0.457
H 5.652205 -0.620603 1.006512 -0.5 0.0 0.8 0.270
H 6.469085 -1.724353 0.131192 0.2 -0.6 -0.2 0.417
H 6.482675 -1.982423 1.872782 -0.3 0.0 0.0 0.317
H 2.248345 -0.928343 4.196592 0.0 0.1 -0.2 0.278
H 3.479885 -2.137023 4.452462 -0.6 -0.7 0.7 0.459
H 1.725295 -2.565243 3.916572 0.5 -0.4 0.0 0.122
O 2.625755 -1.418253 -1.723538 3.7 0.8 -1.5 -0.639
C 3.033525 -0.290573 -1.827638 1.6 1.3 1.3 0.334
O 3.069815 0.466117 -2.968388 2.9 -1.0 1.6 -0.242
C 2.656595 0.024457 -4.234278 -0.2 -0.6 -0.3 0.343
C 2.989345 1.151747 -5.145878 -0.7 0.6 -1.2 -1.479
C 3.464695 0.461217 -0.518808 0.8 -1.1 -2.2 1.720
H 1.587185 -0.183803 -4.201278 0.2 0.4 -0.3 -0.149
H 3.095905 -0.907903 -4.588988 0.5 -0.1 0.5 0.515
H 3.964215 1.617097 -5.000318 0.1 -0.4 0.1 0.328
H 2.250755 1.950017 -5.072668 0.0 0.1 0.2 0.303
H 2.881385 0.775987 -6.163348 0.3 0.1 -0.2 0.442
H 3.640325 -0.248103 0.289972 0.5 0.1 -0.8 -1.166
H 2.587325 0.983827 -0.137738 1.7 -0.2 -1.0 -1.800
H 4.312235 1.099987 -0.767288 -0.2 0.3 0.3 0.816
O -3.695775 -3.845753 3.663992 -0.9 0.7 -0.3 -0.649
C -4.127675 -2.827723 3.137852 0.1 -2.5 -0.2 0.718
O -3.532755 -1.681693 3.274962 0.1 1.6 0.2 -0.310
C -2.189585 -1.566483 3.759322 0.5 2.1 -0.6 -0.904
C -1.573625 -0.533763 2.761822 -0.4 0.0 4.1 0.241
C -5.303735 -2.767963 2.158832 0.3 0.4 2.0 -0.876
H -1.642505 -2.507003 3.694352 -0.3 0.2 0.5 0.309
H -2.188565 -1.146093 4.764992 -0.2 -0.4 0.1 0.580
H -2.155705 0.359777 2.536292 -1.2 -0.4 0.3 0.685
H -1.341015 -1.026293 1.817682 -1.1 0.0 5.4 -0.685
H -0.728315 0.023647 3.165312 0.6 -1.1 0.6 0.510
H -5.974095 -3.526073 2.563792 -0.3 0.1 -0.8 0.406
H -4.913505 -2.866253 1.145852 -0.9 -0.6 0.6 0.101
H -5.682595 -1.753673 2.284542 -0.5 -0.1 -0.2 0.356
Br 0.430235 -5.485093 2.220542 -1.0 0.5 -1.0 -0.189
C -0.969155 -4.753593 0.932182 0.1 -1.1 -1.0 -0.325
C -1.622775 -3.612723 1.563512 -1.7 -2.0 2.2 -0.045
Br -2.841475 -2.529673 0.477532 -2.0 -10.6 -0.5 -0.552
H -1.686535 -5.544093 0.711772 0.4 -0.2 0.0 0.561
H -0.483605 -4.394993 0.024582 0.4 -0.6 0.0 0.275
H -0.797895 -2.985583 1.901702 -2.6 -2.2 2.1 -0.675
H -2.074845 -3.917303 2.507412 -0.6 -0.2 -0.5 0.736
Br 0.243665 5.641557 -2.474818 -0.3 -1.1 -2.5 -0.225
C -0.228415 3.633897 -2.483298 0.3 -0.6 -0.1 -0.503
C 1.032075 2.939897 -2.046318 1.6 1.0 -0.1 -0.603
Br 0.892505 0.933667 -1.907818 4.9 19.1 -1.0 -0.162
H -0.594035 3.152967 -3.390568 0.1 1.0 -0.7 0.569
H -1.007995 3.505117 -1.732468 0.3 0.4 -0.6 0.078
H 1.321305 3.276947 -1.050908 -0.5 0.6 -2.0 0.169
H 1.917215 3.108117 -2.659778 -0.2 0.0 -0.5 0.712
Br 0.075775 -1.996983 1.117812 9.4 2.5 0.5 -0.887
C 0.719265 -0.227953 0.413862 2.2 -1.6 -0.9 0.796
C 1.072175 0.765687 1.455912 -1.4 0.8 0.4 -1.142
Br 1.584805 2.461867 0.576102 0.4 -2.7 3.6 -0.528
H 0.092475 0.125457 -0.404878 -1.1 -0.9 2.5 -0.199
H 1.585935 -0.448553 -0.209278 -0.3 -0.9 1.3 1.062
H 1.928925 0.437987 2.044712 -1.0 1.0 -0.1 0.411
H 0.151445 0.886117 2.026742 0.6 1.1 0.2 0.431
```
Forces are in eV/Å.


The following is a DFT calculation (the ωB97M-V functional and the def2-TZVPD basis) of a 3-piece molecular cluster, C30H60F10O5PS overall.

Computed properties:
largest force on an atom: 0.1102 hartree/bohr
LUMO level: 0.016 hartree
gap between HOMO and LUMO: 0.180 hartree
total charge: -1
multiplicity: 1
E: -3292.99043 Eh

Structure (XYZ):
```
107
Properties=species:S:1:pos:R:3:forces:R:3:mulliken_charge:R:1
C 3.391631 -5.492792 1.610695 -0.2 -0.4 -0.7 -1.222
C 3.169450 -5.499605 -0.010711 0.5 -0.7 1.6 -0.198
C 1.643766 -5.170834 -0.337758 0.6 -2.4 1.3 -1.451
P 1.205437 -3.677046 -1.466388 -2.0 -1.4 0.9 1.676
C 2.460803 -2.492603 -0.650844 1.0 1.3 2.3 -1.474
C 1.831475 -1.109911 -0.030232 1.9 0.6 -0.2 -0.405
C 3.030164 -0.003674 -0.150894 -0.5 -0.8 0.2 -0.191
C 4.238298 -0.367348 0.848514 -0.1 -0.6 -0.6 -0.425
C 5.437570 0.703824 0.872686 0.3 0.1 0.2 -0.793
C 5.033927 2.193883 0.423519 1.0 -0.3 0.3 -0.332
C 5.065794 2.453458 -1.160234 -1.0 0.6 0.8 -0.599
O 3.694141 2.747150 -1.562572 1.4 0.5 -1.1 -0.264
C 3.681303 3.232809 -2.923662 -0.6 -0.3 -0.1 -0.677
C -0.181513 -3.268866 -0.163392 -1.3 0.3 1.0 -1.185
C -1.396914 -4.343725 -0.154596 -0.5 1.5 1.5 -0.459
C -2.689610 -3.516564 0.429300 0.9 -0.3 -0.8 -0.662
C -3.344553 -2.752117 -0.820956 -1.2 1.3 0.3 -0.635
C -4.975339 -2.747769 -0.792608 1.4 -2.8 -0.2 0.663
F -5.505732 -3.053979 0.493780 0.6 1.3 -2.7 -0.297
F -5.336718 -3.888147 -1.621284 0.1 2.3 1.5 -0.344
C -5.632437 -1.481318 -1.512128 -0.9 -1.8 -3.3 0.684
F -4.809931 -1.121676 -2.630808 -2.1 -1.3 2.8 -0.224
F -6.909389 -1.810849 -2.088519 3.1 0.6 1.7 -0.285
S -5.892510 0.043315 -0.462915 0.0 4.1 -0.2 1.273
F -4.666336 -0.302583 0.604558 -2.2 0.0 -1.5 -0.285
F -4.745888 0.849496 -1.423425 -1.8 -0.8 2.1 -0.332
F -7.053862 0.563950 -1.571019 1.5 -0.7 1.9 -0.346
F -7.082173 -0.642368 0.477230 2.2 0.7 -1.5 -0.295
F -6.137200 1.475847 0.362982 0.4 -2.3 -1.2 -0.295
C 2.475568 -4.426357 -2.740248 1.6 -1.1 -3.3 -0.521
C 1.927550 -4.480587 -4.270474 -2.7 -3.2 0.9 0.339
O 1.008317 -5.305598 -4.528553 4.0 4.0 0.2 -0.526
F 2.462845 -3.679691 -5.328016 -0.8 -1.1 1.9 -0.289
C 0.547066 -2.380746 -2.701603 1.5 3.9 -1.8 -1.585
C 1.790918 -1.368071 -3.330488 -1.9 1.5 -2.5 0.631
C 1.291110 -0.388698 -4.599155 1.2 -0.6 4.7 -0.730
O 1.590376 0.122539 -3.115887 0.3 -3.3 -2.4 -0.441
H 2.843362 -4.611323 2.107479 0.9 -1.3 -0.8 0.245
H 2.937635 -6.472727 1.988986 0.6 1.4 -0.2 0.337
H 4.502218 -5.483710 1.888498 -1.5 0.1 -0.3 0.319
H 3.963657 -4.805606 -0.435787 -1.2 -0.8 0.2 0.201
H 3.418245 -6.582220 -0.339503 -0.2 1.8 0.3 0.362
H 1.110912 -5.166184 0.693670 0.8 0.2 -1.6 0.284
H 1.222117 -6.133186 -0.838361 0.5 1.7 0.6 0.303
H 0.224163 -4.580213 -2.087072 0.2 0.1 -0.1 0.401
H 3.407536 -2.275462 -1.284371 -1.7 0.0 0.8 0.395
H 2.925263 -2.894123 0.338066 -0.8 -0.1 -1.8 0.129
H 0.891354 -0.741264 -0.527733 1.2 -0.4 0.3 0.246
H 1.621801 -1.194574 1.097099 0.1 -0.2 -1.6 0.535
H 3.437309 -0.121552 -1.216373 -0.7 0.8 1.4 -0.126
H 2.582702 1.040247 0.037341 1.0 -1.6 -0.4 0.341
H 3.813538 -0.624831 1.890000 0.7 0.7 -1.4 0.279
H 4.698384 -1.358964 0.463915 -0.8 1.5 0.7 0.011
H 5.872015 0.763942 1.938814 -0.7 -0.1 -1.5 0.303
H 6.315611 0.330921 0.214881 -1.5 0.6 0.9 0.329
H 5.808519 2.914920 0.892682 -1.3 -1.1 -0.6 0.144
H 4.010958 2.421194 0.882281 1.4 0.0 -1.0 0.315
H 5.464565 1.580304 -1.781442 -0.4 1.0 0.9 0.348
H 5.674292 3.402935 -1.359457 -0.5 -1.3 0.1 0.434
H 2.579423 3.382855 -3.211283 1.7 -0.3 0.4 0.221
H 4.153870 2.441831 -3.603614 -0.6 1.1 0.7 0.261
H 4.234984 4.228320 -3.033594 -0.6 -1.2 0.2 0.274
H 0.245143 -3.181168 0.913815 -0.7 -0.3 -1.6 0.273
H -0.689155 -2.258249 -0.334910 0.7 -1.2 0.1 0.080
H -1.719797 -4.697696 -1.186474 0.9 0.1 1.3 0.287
H -1.192580 -5.209730 0.584072 -0.2 1.2 -1.5 0.300
H -3.369475 -4.276468 0.939272 0.5 1.4 -0.7 0.388
H -2.319060 -2.692854 1.151422 -0.8 -1.6 -0.9 0.270
H -3.036929 -1.636077 -0.849418 -0.3 -1.9 0.2 0.310
H -3.068352 -3.172143 -1.845884 -0.4 0.4 1.5 0.271
H 2.610841 -5.571254 -2.608993 -0.4 2.0 0.2 0.396
H 3.520439 -3.980018 -2.661250 -1.3 -0.4 -0.4 0.389
H -0.109133 -1.541628 -2.273333 0.8 -1.3 -0.3 0.524
H -0.050265 -2.765546 -3.592883 1.0 0.1 1.1 0.404
H 2.907675 -1.804454 -3.385925 -2.6 1.4 0.2 0.258
H 2.067570 0.067818 -5.294432 -1.4 -0.8 0.8 0.236
H 0.157453 -0.351794 -4.735789 1.9 -0.1 -0.3 0.245
C -10.314360 1.185534 0.358320 -0.1 -0.1 0.0 -0.994
C -9.439078 2.393065 0.641672 0.0 0.0 0.0 -0.165
O -10.175534 3.596295 0.834988 0.0 0.2 -0.1 -0.450
C -11.098724 3.601483 1.914320 0.1 0.0 0.0 -0.326
C -10.454054 3.360900 3.268042 0.1 -0.1 0.1 -0.990
H -10.938577 1.363221 -0.521945 0.1 0.0 0.0 0.295
H -9.696019 0.302418 0.176966 0.0 0.1 0.0 0.323
H -10.982041 0.960268 1.192197 0.1 -0.1 0.0 0.295
H -8.786116 2.564724 -0.217737 -0.1 0.2 0.1 0.237
H -8.779566 2.212751 1.497575 0.0 -0.1 0.0 0.227
H -11.903687 2.883118 1.726912 0.0 -0.1 0.1 0.292
H -11.565665 4.590701 1.917569 0.1 0.0 -0.2 0.332
H -9.981272 2.378317 3.326009 -0.1 0.0 0.0 0.247
H -11.202770 3.418722 4.062720 0.0 0.0 -0.1 0.380
H -9.678937 4.108275 3.460778 -0.1 0.0 0.0 0.279
C 6.690493 7.129300 1.965113 0.2 0.0 0.0 -1.075
C 5.474163 6.304836 2.347187 0.0 -0.1 0.0 -0.304
O 5.786305 5.169615 3.147073 0.0 -0.1 -0.1 -0.348
C 6.408936 5.432317 4.396475 -0.1 0.0 0.0 -0.387
C 5.573120 6.297479 5.323265 -0.1 0.1 0.0 -1.024
H 7.419888 6.511802 1.433471 -0.1 0.0 0.0 0.292
H 6.397869 7.961102 1.318512 0.0 -0.1 0.0 0.384
H 7.192132 7.547004 2.840106 -0.1 0.1 0.0 0.264
H 5.006518 5.922376 1.436165 0.0 -0.2 0.2 0.324
H 4.717934 6.921380 2.845610 0.1 0.1 0.0 0.311
H 7.402353 5.865887 4.240272 0.0 0.1 0.0 0.309
H 6.570139 4.460805 4.872261 -0.1 0.0 -0.2 0.321
H 5.390843 7.288605 4.902433 0.1 0.0 0.1 0.263
H 6.080977 6.430095 6.282346 0.0 0.0 -0.1 0.379
H 4.598521 5.834586 5.503020 0.1 0.0 0.0 0.290
```
Forces are in eV/Å.